An isolated molecule of ClH3P2. Source: OMol25; level of theory: the ωB97M-V functional and the def2-TZVPD basis.

Cartesian coordinates (Å):
1 P -1.032 -0.836 0.203
2 P 0.567 0.502 0.845
3 Cl 2.338 -0.707 0.079
4 H -1.661 0.553 0.252
5 H -0.815 -0.742 -1.101
6 H 0.604 1.229 -0.277

Computed properties:
**Relative energy (zero: lowest compared OMol25 entry of this formula, charge and spin)**: 0.70 kJ/mol
**LUMO level**: -0.1 eV
**HOMO**: -9.962 eV
**Net charge**: 0
**Structure (SMILES)**: [PH2]#[PH]Cl
**Electronic energy**: -1144.6625 a.u.